{"formula": "C6H22N2O3", "method": "wB97M-V/def2-TZVPD", "multiplicity": 1, "e_tot_ha": -576.9889, "homo_lumo_gap_ev": 8.57, "smiles": "CC(C)N(C)CCN.O.O.O", "species": ["O", "O", "O", "N", "N", "C", "C", "C", "C", "C", "C", "H", "H", "H", "H", "H", "H", "H", "H", "H", "H", "H", "H", "H", "H", "H", "H", "H", "H", "H", "H", "H", "H"], "coordinates": [[-2.39924, -1.14193, 2.28027], [2.28465, -2.33848, 1.28082], [-3.18172, -1.92944, -0.25004], [-0.07037, -2.59083, -0.40732], [0.04574, 1.15326, -0.74932], [2.31956, 1.93521, -0.99685], [1.11475, 2.25425, 1.18772], [0.13008, -0.13623, -0.10146], [0.02103, -1.27141, -1.12570], [0.97831, 2.21094, -0.32311], [-1.29740, 1.48623, -1.19365], [-2.47628, -2.29715, 0.29207], [1.74493, 1.46769, 1.59063], [1.49430, 3.20257, 1.57889], [0.57786, 3.12718, -0.75943], [-1.44605, 1.19241, -2.23898], [-2.63820, -1.26636, -0.69463], [2.23878, -3.29412, 1.25225], [0.14329, 2.11295, 1.66761], [-3.33822, -0.97872, 2.41479], [-2.06629, 1.03975, -0.55735], [3.08791, 2.56282, -0.54677], [0.89203, -1.34791, -1.76491], [-0.61213, -0.26806, 0.69524], [-1.95640, -1.24132, 3.12525], [-1.36793, 2.57071, -1.23087], [2.64397, 0.90048, -0.83873], [2.25543, 1.90238, -2.08634], [-0.59404, -2.45345, 0.45255], [-0.86025, -1.14023, -1.75940], [1.14085, -0.23144, 0.29378], [1.86467, -2.00828, 0.47973], [-0.67362, -3.18346, -0.96675]]}



{"formula": "C6H22N8O6Zn", "method": "wB97M-V/def2-TZVPD", "multiplicity": 1, "e_tot_ha": -2910.3026, "homo_lumo_gap_ev": 10.75, "charge": 2, "species": ["Zn", "O", "O", "O", "O", "O", "O", "N", "N", "N", "N", "N", "N", "N", "N", "C", "C", "C", "C", "C", "C", "H", "H", "H", "H", "H", "H", "H", "H", "H", "H", "H", "H", "H", "H", "H", "H", "H", "H", "H", "H", "H", "H"], "coordinates": [[0.05288, 0.25508, -0.31928], [0.49758, -0.99663, 1.14625], [2.08374, 0.38542, -0.57932], [0.15107, 1.91825, 0.94019], [-0.57629, 1.59815, -1.75873], [-0.38400, -1.25545, -1.59564], [-1.92966, 0.01992, 0.34174], [3.33805, 2.17368, -0.14020], [-3.97633, 0.26729, 1.06743], [-3.18935, -1.71238, 0.80506], [2.15817, -2.36083, 1.49848], [-1.62428, -1.75033, -3.39132], [-1.44852, -3.18680, -1.77654], [4.21978, 0.27177, 0.23690], [1.72333, -0.80837, 3.01448], [3.16994, 0.89502, -0.22703], [-1.14340, -2.02744, -2.19988], [-2.99173, -0.46761, 0.60908], [-0.25179, 3.05235, 0.23291], [-1.00987, 2.77134, -1.02610], [1.39608, -1.35386, 1.87200], [0.50847, 3.79181, -0.01871], [4.17493, -0.69774, -0.04261], [-2.02033, 2.47230, -0.74745], [0.03902, 1.85358, -2.44993], [-2.05742, -3.64432, -2.43988], [-3.71884, 1.17724, 1.42210], [2.68106, 2.72449, -0.67413], [-2.12108, -2.46220, -3.90758], [-4.75952, -0.24802, 1.44316], [4.21157, 2.51890, 0.23111], [1.10121, -0.11312, 3.40139], [-1.42076, -0.82789, -3.74881], [0.21658, 2.17634, 1.86252], [-0.80896, 3.70997, 0.90014], [1.97004, -2.83634, 0.62750], [5.03218, 0.77621, 0.56196], [-0.96494, 3.69323, -1.60594], [-2.41266, -2.31662, 0.57757], [-1.25577, -3.53081, -0.84670], [2.94902, -2.63616, 2.06314], [2.48042, -1.18653, 3.56577], [-4.08947, -2.08277, 1.07469]]}



{"formula": "C6H23BClN5O3V", "method": "wB97M-V/def2-TZVPD", "multiplicity": 4, "e_tot_ha": -2171.0493, "homo_lumo_gap_ev": [6.36, 8.54], "species": ["V", "Cl", "O", "O", "O", "N", "N", "N", "N", "N", "C", "C", "C", "C", "C", "C", "B", "H", "H", "H", "H", "H", "H", "H", "H", "H", "H", "H", "H", "H", "H", "H", "H", "H", "H", "H", "H", "H", "H", "H"], "coordinates": [[0.80324, -0.41088, 0.21937], [3.12293, -0.06940, 1.12847], [0.21757, 1.67619, 0.13055], [-0.22355, -0.46998, 2.17488], [1.31372, -0.02594, -2.04314], [-0.34129, 3.49601, 1.36855], [-2.03125, -0.64212, 3.57074], [-1.19678, -0.38393, -0.75723], [1.82820, 2.81291, 1.23315], [0.06621, -1.10752, 4.31831], [-2.36196, -0.63796, -2.91508], [-1.00487, -0.68958, -2.18007], [0.07908, 0.20047, -2.73773], [2.36574, 0.46047, -2.85551], [-0.71615, -0.78355, 3.23918], [0.55722, 2.67966, 0.77538], [0.58568, -2.77293, 0.09493], [-0.38334, -1.48651, 5.13119], [-2.36836, -0.98792, -3.94494], [-2.36584, -0.94397, 4.46652], [1.03162, -1.27666, 4.09059], [-2.68760, -0.38323, 2.86013], [2.51025, 2.07745, 1.05052], [-0.12151, 4.24735, 1.99094], [2.67947, -0.24823, -3.62671], [-0.48989, -3.27909, 0.06383], [-1.28300, 3.25283, 1.11884], [0.74140, -2.16723, 1.07127], [-1.94603, -0.91428, -0.32698], [-2.75283, 0.37280, -2.77003], [-0.20305, 1.25335, -2.62354], [0.79149, -2.09335, -0.82263], [2.15171, 1.41357, -3.34582], [-3.00638, -1.32972, -2.36917], [-0.68550, -1.73113, -2.25321], [-1.46137, 0.59492, -0.67126], [0.13977, -0.09154, -3.78982], [3.22001, 0.61156, -2.19339], [1.44493, -3.58855, 0.07052], [1.98033, 3.36567, 2.05840]]}



{"formula": "C6H23NO5", "method": "wB97M-V/def2-TZVPD", "multiplicity": 2, "e_tot_ha": -672.8538, "homo_lumo_gap_ev": [10.16, 5.58], "charge": 1, "species": ["O", "O", "O", "O", "O", "N", "C", "C", "C", "C", "C", "C", "H", "H", "H", "H", "H", "H", "H", "H", "H", "H", "H", "H", "H", "H", "H", "H", "H", "H", "H", "H", "H", "H", "H"], "coordinates": [[-3.36897, 0.10141, -1.85604], [-0.28191, 0.13042, -3.65088], [0.97898, 0.53794, 3.81952], [0.91143, 4.58472, -1.52181], [2.08988, -3.20481, -1.70524], [0.71974, 0.08133, 0.38094], [0.00157, -0.36310, 1.43331], [-2.43204, -0.96513, 0.47887], [-1.12424, -1.43872, 0.97367], [3.07592, 0.98764, 0.17183], [-3.49946, -1.74518, 0.15385], [1.60782, 1.22345, 0.66014], [-0.30595, 0.41055, 2.22320], [-1.19629, -2.11179, 1.77416], [0.48654, 1.20531, 3.41089], [1.76929, 1.55749, 1.77469], [1.87676, 1.00445, 3.86494], [0.31779, 4.72770, -0.69337], [3.03289, 0.72634, -0.94926], [-3.69501, -2.86109, 0.47875], [0.40647, 0.38312, -3.07610], [0.50570, -1.07110, 2.03052], [-3.51330, 0.15725, -0.94622], [1.31490, 2.14987, 0.24454], [2.38152, -3.90914, -1.20332], [1.53036, -3.63550, -2.34770], [-1.26192, 0.14609, -3.36370], [3.55458, 1.91821, 0.31538], [1.06698, -0.45322, -0.36844], [3.49759, 0.06960, 0.63010], [-2.57762, 0.25532, 0.21927], [-4.38321, -1.49134, -0.31381], [-4.03491, -0.74321, -1.93372], [1.02700, 3.66471, -1.35194], [-0.47888, -2.02957, 0.24299]]}



{"formula": "C6H23NO6", "method": "wB97M-V/def2-TZVPD", "multiplicity": 1, "e_tot_ha": -748.4648, "homo_lumo_gap_ev": 8.59, "smiles": "C=N/C=C/CCC.O.O.O.O.O.O", "species": ["O", "O", "O", "O", "O", "O", "N", "C", "C", "C", "C", "C", "C", "H", "H", "H", "H", "H", "H", "H", "H", "H", "H", "H", "H", "H", "H", "H", "H", "H", "H", "H", "H", "H", "H", "H"], "coordinates": [[1.59503, 1.75070, -0.00747], [2.83583, -2.76090, 0.28230], [0.35892, 3.67402, -1.72252], [1.10299, -0.84300, 3.30724], [0.85351, -4.44029, 0.84486], [3.52608, -0.73274, -0.91674], [-0.30205, -1.14462, -1.84639], [-1.76906, 1.33383, 1.55689], [0.02311, -2.32516, -1.60555], [-3.22520, 0.98427, -0.45920], [-2.33062, 0.11818, -1.34369], [-2.61186, 2.01933, 0.45021], [-1.22880, -0.48632, -0.94008], [0.58855, -4.05010, 1.64238], [-4.06078, 1.53939, -0.98725], [-0.70124, -0.26807, 0.05849], [-0.68013, 1.16872, 1.18760], [0.74673, -2.69969, -2.32067], [3.08416, -2.90485, -0.55380], [-1.60497, 1.93416, 2.56403], [0.84457, 3.70819, -2.50899], [-0.16239, -2.87821, -0.74946], [3.15469, -1.94669, 0.52616], [2.09673, 2.18856, 0.80550], [-0.40945, 4.14157, -1.99275], [1.55127, -3.82668, 0.53206], [-3.40982, 2.63976, 0.92731], [-1.98041, 2.84390, 0.02321], [-2.48801, 0.25176, -2.41532], [-2.33752, 0.41401, 1.81742], [3.05031, -1.07782, -1.67290], [1.47653, -0.03775, 2.85209], [1.66245, -0.96043, 4.10070], [-3.68686, 0.16757, 0.19774], [1.25317, 2.30198, -0.62598], [3.18451, 0.20344, -1.00738]]}



{"formula": "C6H24BClCrO6S", "method": "wB97M-V/def2-TZVPD", "multiplicity": 5, "e_tot_ha": -2622.0533, "homo_lumo_gap_ev": [7.57, 8.29], "species": ["Cr", "Cl", "S", "O", "O", "O", "O", "O", "O", "C", "C", "C", "C", "C", "C", "B", "H", "H", "H", "H", "H", "H", "H", "H", "H", "H", "H", "H", "H", "H", "H", "H", "H", "H", "H", "H", "H", "H", "H", "H"], "coordinates": [[-0.56160, 0.69028, 0.51444], [-0.40561, 1.36694, -1.89338], [1.78500, -1.76097, -0.80505], [0.88919, -2.71961, -1.81419], [2.69699, -2.51678, 0.00279], [1.38288, 1.91371, 1.09212], [0.06745, -0.14750, 2.43119], [-1.44384, 2.64210, 1.12660], [0.84160, -0.95756, -0.07237], [-1.48861, 2.86749, 2.53924], [-0.88004, -0.92080, 3.19578], [2.22667, 2.76019, 0.30339], [-0.08103, -2.06309, -2.63301], [-0.53977, -3.12480, -3.63795], [2.66578, -0.73989, -1.94614], [-2.67923, -0.28343, 0.17635], [0.44389, -1.31777, -3.23289], [-2.95682, 0.48764, -0.63839], [-0.93188, -1.66672, -2.08149], [0.39894, -3.55371, -4.00384], [-1.86413, -1.00499, -0.21639], [-1.16680, -2.76133, -4.44751], [0.95208, -0.49730, 2.55747], [-2.07750, 3.17532, 0.63703], [1.98581, 2.61626, -0.74614], [3.28321, 2.52344, 0.44953], [-1.02094, -4.01340, -3.22360], [-0.45991, 2.70764, 2.85822], [-0.46398, -1.92051, 3.31896], [-1.81764, 3.85364, 2.86020], [-2.11993, 2.10459, 2.99908], [3.62629, -0.40735, -1.56278], [-0.94741, -0.51599, 4.20968], [2.94288, -1.36616, -2.80041], [2.05275, 3.78926, 0.62063], [-1.87340, -0.91634, 2.76066], [1.59723, 2.03245, 2.02092], [2.01097, 0.01367, -2.38350], [-2.37900, 0.40649, 1.03794], [-3.69051, -0.77506, 0.42680]]}